Formula: C44H121N11O11
Source: OMol25
Level of theory: the ωB97M-V functional and the def2-TZVPD basis

The geometry in XYZ format:
```
187
Properties=species:S:1:pos:R:3:forces:R:3
H -15.076394 4.276169 2.947086 0.1 -0.4 -0.3
H -15.263301 -6.212507 -1.263183 0.0 0.0 0.0
H -18.665150 -1.595142 -3.597199 0.0 0.1 -0.2
C -16.505335 -3.296878 -2.702913 0.4 0.0 -0.6
C -11.263043 0.880194 4.106114 0.4 -1.4 0.4
H -5.552936 1.037688 3.303705 0.0 0.3 0.5
C -16.062826 -5.627222 -1.738649 0.3 0.3 -0.1
H -21.896613 0.545718 3.046126 0.2 0.2 0.0
H -11.433968 0.168974 3.286765 -0.2 0.3 -0.3
N -14.390733 -4.439202 -3.193492 -0.6 -0.8 -0.2
H -22.542148 -1.854811 -4.136675 -0.2 -0.3 0.2
N -21.064999 0.050429 3.359301 -0.3 -0.5 0.3
H -21.321831 -4.924738 -5.754414 -0.1 0.0 -0.1
H -19.401345 -0.642414 -2.348254 -0.3 -0.5 0.5
H -13.714412 -1.917613 -6.093905 0.1 0.2 -0.3
H -13.117796 -0.037848 -7.710526 0.0 -0.1 0.1
H -15.756947 2.175837 -9.043240 0.2 0.3 0.2
H -17.073060 -0.639995 0.065763 0.1 -0.2 -0.3
C -14.914153 0.809738 2.855682 0.0 -0.6 0.4
C -14.732443 0.562702 0.535295 -0.3 -0.7 -1.0
C -15.549321 0.746113 -0.723623 -0.8 0.9 -1.1
C -14.383181 3.920802 3.712916 0.1 0.3 0.3
H -15.826015 -1.639819 6.089325 0.0 -0.5 -0.2
N -19.543419 3.359310 6.583829 0.0 -0.4 -0.3
H -20.743064 5.777554 0.732251 -0.1 -0.1 -0.4
O -20.335029 -2.472436 -2.799001 -0.5 0.1 0.5
H -17.285969 -3.479335 2.028465 -0.1 -0.5 -0.4
C -21.340924 4.985992 0.278205 0.1 0.0 -0.4
H -15.299990 5.522010 -2.822735 0.1 0.0 0.2
H -15.576634 1.140678 -4.821830 -0.1 0.5 0.1
H -16.393194 2.815649 -2.458201 0.0 0.2 0.0
C -20.997661 -3.005601 -5.132845 -0.3 -0.2 0.2
H -22.886233 -2.155857 -5.815800 0.2 -0.1 -0.1
H -12.759883 2.409978 -9.097341 -0.1 0.0 0.0
H -23.064445 -3.505124 -4.733964 0.0 0.1 0.4
H -13.144550 8.080656 2.803956 0.3 0.0 -0.2
H -6.582997 -0.147602 2.714729 -0.3 -0.3 0.4
N -16.684152 -4.295326 2.173808 0.3 0.3 0.6
H -14.705899 4.417244 4.630970 0.3 0.2 0.0
H -20.339011 3.990585 6.604086 0.2 0.3 -0.1
O -20.481918 4.724850 4.321099 -0.8 0.4 0.3
H -16.785394 6.398314 -2.372950 -0.1 0.0 -0.2
H -18.100117 1.613827 5.295456 -0.1 0.1 0.0
H -7.695379 2.018634 2.725917 -0.5 -0.1 0.0
C -19.536899 3.698885 4.151620 0.7 0.5 0.3
C -15.437695 -3.754562 2.736905 0.1 -0.4 -0.6
H -13.102661 8.454486 4.513785 0.1 -0.1 0.1
H -19.199201 1.608005 -4.531969 -0.1 0.0 0.1
H -14.749786 -4.589283 2.914310 -0.2 0.0 0.4
C -12.489647 5.570493 3.127038 -0.8 0.4 -0.5
C -12.890102 4.146968 3.434416 0.0 -0.3 1.1
H -12.195565 4.457817 5.303861 0.0 -0.2 0.2
H -19.078197 3.186136 -3.718743 -0.2 -0.1 0.1
O -14.308744 0.125409 -6.017609 0.4 -0.5 -0.2
C -14.730726 -2.824781 1.754162 0.1 0.2 -0.2
C -17.194441 2.414692 -4.355879 -1.2 -0.3 -0.2
H -14.481699 -1.333058 -4.614071 -0.1 0.0 -0.1
H -17.370752 2.830736 -5.359262 0.6 0.4 0.1
H -20.172055 4.915882 -1.527252 -0.1 0.1 0.1
H -15.985981 -2.340662 -2.786830 -0.3 0.1 0.0
H -12.557858 3.570129 2.566426 -0.1 -0.2 0.0
C -19.588495 0.823480 1.584496 0.7 -1.0 -0.5
H -22.075894 5.651296 3.331475 0.0 0.1 0.3
H -18.198315 4.632759 5.650568 -0.2 0.2 -0.4
C -16.316327 5.417977 -2.432729 -0.4 0.2 0.1
H -15.330776 0.692819 -2.733558 0.1 -0.2 0.2
H -14.508044 1.139978 -9.663449 0.1 -0.3 0.1
N -14.761816 0.442049 -1.919576 0.2 -0.2 0.3
H -17.446992 3.167718 1.699858 -0.5 0.5 0.3
H -16.470083 4.530593 1.135162 -0.3 0.5 0.0
H -7.603060 2.081017 5.608287 -0.3 0.4 -0.1
H -12.065517 1.600350 4.212547 0.3 -0.5 -0.6
H -16.358593 -3.593163 4.734873 0.0 -0.2 -0.2
H -12.363292 3.016771 -7.644999 -0.2 0.0 0.1
H -19.973797 2.464902 6.335206 0.1 0.0 0.3
H -18.657493 1.051751 2.113324 -0.2 0.2 0.4
H -21.284905 -3.806976 -6.958752 0.0 -0.3 -0.1
H -9.012832 -0.048069 3.191656 0.0 -0.2 0.1
C -18.623244 2.200413 -3.817491 0.5 0.2 -0.3
H -14.805046 -0.519521 5.354298 0.6 -0.2 -0.4
O -10.039091 1.534459 3.974349 -0.1 1.0 0.0
H -15.612489 1.117392 3.633540 -0.2 0.0 -0.1
H -19.312581 -3.750850 -4.027496 0.0 -0.1 -0.1
H -6.339476 -0.036766 4.506535 0.1 -0.1 -0.1
C -17.277079 3.858042 0.859754 1.2 -1.6 -0.1
O -13.009803 6.472914 4.086709 0.1 -0.2 0.2
N -21.412231 3.195179 -1.322557 -0.1 -0.4 0.0
C -19.396314 -2.713920 0.556423 1.3 0.0 0.3
H -11.591638 7.919131 3.743914 0.0 0.2 -0.2
H -11.401857 5.664371 3.065050 0.1 -0.1 0.0
H -6.379741 2.597941 4.773267 -0.1 0.4 -0.1
H -17.384818 -3.201980 -2.071945 0.0 -0.1 0.0
H -21.682678 4.306378 1.062072 0.0 0.1 -0.6
H -14.480452 2.855038 3.924686 -0.4 0.5 -0.2
H -12.842543 -0.830431 -4.940343 0.1 -0.2 -0.2
H -17.072160 2.674146 4.367766 0.1 0.2 0.1
H -22.251147 3.624803 -1.691908 0.0 0.0 0.1
H -20.209475 1.709637 1.491822 -0.3 -0.5 0.4
H -16.983266 0.462908 -4.995581 -0.3 0.2 0.2
H -14.906540 -3.861266 -1.383649 -0.7 0.0 0.4
H -14.659487 -0.235918 3.059773 0.2 0.0 -0.1
O -14.599680 -2.507392 4.614466 0.1 -0.1 -0.1
C -17.623015 2.602809 5.308835 0.1 -0.7 -0.2
C -19.333041 -1.476520 2.609179 0.1 -0.3 0.3
H -16.769666 -3.599872 -3.723779 -0.4 0.1 0.1
H -14.706259 2.419307 -6.924116 0.2 -0.1 0.3
H -19.837398 -2.273091 3.177665 -0.3 0.1 -0.1
N -12.117768 3.723668 4.611700 0.5 1.1 -0.3
H -14.644567 -0.570542 -1.957001 0.1 0.1 -0.1
H -20.189240 -0.695827 -3.879704 0.0 -0.1 -0.2
H -18.804494 2.900665 -0.892053 -0.2 0.0 -0.2
H -19.222107 0.553265 0.585807 -0.4 0.2 0.1
H -17.887141 -7.317772 -1.043162 0.2 0.1 -0.2
H -20.891859 -4.311604 -3.440543 0.0 0.0 0.2
C -22.460955 -2.614398 -4.916566 0.2 0.4 -0.5
C -20.346082 -3.444074 -3.820758 0.3 -0.1 -0.3
C -20.536781 4.218967 -0.755617 0.1 0.5 -0.7
H -15.374744 -1.978399 1.487086 0.0 0.0 0.4
H -19.724791 -1.934656 -0.129964 -0.6 -0.4 -0.1
C -15.788221 -3.007473 4.009219 0.4 0.8 -0.2
O -17.078327 4.594501 -3.292214 -0.1 -0.1 0.0
H -17.261951 -0.340162 -1.693740 0.5 -0.1 -0.2
H -21.463835 -0.768907 3.823560 0.3 0.1 0.0
H -18.929818 3.875818 3.252985 0.0 0.1 0.0
H -16.325700 5.022596 -1.413694 0.3 -0.1 0.0
O -18.388021 4.489371 0.319673 -0.2 0.6 0.2
H -16.404491 -6.195245 -2.617084 -0.3 0.0 0.1
H -13.827491 1.166738 0.422857 0.1 0.1 0.3
C -14.822347 -1.580097 5.637312 -0.9 0.3 1.0
H -12.938831 5.840159 2.159609 0.2 0.0 -0.1
O -17.095927 -5.370716 -0.814104 -0.1 -0.3 -0.4
H -21.007034 -0.786360 1.435216 0.3 -0.1 -0.1
H -16.926223 2.573328 6.146082 0.0 0.3 0.0
C -20.298769 -0.387702 2.175468 -0.6 0.5 0.2
N -7.398495 2.545050 4.715752 0.3 -1.3 0.2
H -13.729989 -5.107912 -2.797296 0.1 0.3 -0.1
C -15.042547 1.404684 -8.749144 -0.6 -0.1 0.2
H -22.219336 5.437840 -0.185679 0.0 0.1 -0.1
H -20.147167 -3.379882 0.990880 -0.4 0.5 -0.1
H -15.667697 0.580277 -8.395749 0.2 -0.2 -0.2
H -20.988609 2.694801 -2.095186 0.2 0.1 0.0
H -18.707106 -3.379579 0.028070 0.0 0.2 -0.1
H -18.644283 -6.248012 0.132890 0.0 0.0 -0.1
C -16.448475 3.341682 -3.424970 0.4 -0.1 0.0
H -14.527271 -3.293511 0.786511 0.0 -0.4 0.2
H -15.767526 1.822469 -0.759776 0.4 -0.1 -0.1
C -16.944883 0.087814 -0.747871 -0.4 0.1 1.4
H -14.020478 1.431800 2.963209 0.1 -0.3 -0.4
N -20.835287 -4.102294 -6.098516 0.1 0.5 0.2
H -17.104721 -6.962260 0.530119 0.2 -0.1 -0.2
H -14.741993 -4.919132 -4.026842 0.0 0.2 0.1
O -18.598498 -2.090145 1.571369 -0.1 0.2 -0.1
H -8.805949 0.189413 4.941789 0.0 0.0 0.1
H -13.772587 -2.486668 2.156715 -0.1 0.2 0.0
H -16.456664 -4.715717 1.281111 -0.3 0.2 -0.2
H -19.670111 2.903750 0.649977 0.4 0.5 -0.4
H -14.457208 -0.502250 0.584161 0.2 0.2 0.3
C -19.636901 -1.318244 -3.171381 0.6 0.5 -0.4
H -20.447592 -2.141708 -5.513891 0.0 -0.1 -0.1
C -13.800170 -1.060041 -5.422394 -0.1 0.3 0.9
H -21.629320 4.019851 2.765472 -0.2 0.1 0.3
H -17.708609 0.835094 -0.493083 0.2 0.0 -0.2
H -16.821217 3.137649 0.156813 -0.1 0.4 -0.3
H -20.017841 2.718224 4.048457 -0.1 -0.1 -0.1
H -18.609254 -1.047793 3.307460 0.1 0.1 -0.1
C -7.653395 1.484621 3.679320 0.8 0.9 0.4
C -14.099049 1.856255 -7.639221 0.2 0.5 -0.5
C -12.677730 7.800688 3.754022 -0.3 -0.1 0.3
C -8.915890 0.713190 3.980397 0.0 -0.3 -0.7
C -13.399059 0.690010 -6.932536 -0.4 0.1 -0.9
N -16.504885 1.132852 -4.399773 0.3 -0.5 -0.2
H -12.451137 1.013572 -6.484000 -0.2 0.1 0.4
H -14.137727 -1.772694 6.464628 0.2 0.2 -0.2
C -15.492947 -4.293442 -2.204495 1.5 0.1 0.5
H -11.268712 0.233615 4.998323 0.0 0.2 0.2
C -17.685616 -6.542836 -0.298938 -0.5 0.0 0.7
H -12.323527 2.821361 5.003982 -0.4 0.5 0.2
C -21.249049 4.972536 3.160218 1.3 -0.8 0.0
H -20.570774 5.359512 2.387693 -0.3 0.1 0.6
C -18.677503 3.679868 5.422407 -0.6 -0.5 0.5
H -15.412953 3.510950 -3.757920 0.0 -0.2 -0.1
H -16.377060 -2.134091 3.682074 -0.3 -0.2 0.2
C -19.314819 3.550826 -0.167891 -0.3 -0.6 0.6
H -18.597182 1.692363 -2.852721 0.0 0.0 0.1
C -6.476433 0.520148 3.578505 0.1 -0.1 -0.7
N -13.150965 2.792377 -8.243226 0.2 0.1 -0.1
O -15.542140 0.940972 1.610587 -0.1 0.4 0.3
```
Forces are in eV/Å.

Computed properties:
frontier orbital gap = 9.2 eV
E_LUMO = 0.0197 Ha
ΔE to the lowest compared entry with this formula, charge and spin = 199.6 kJ/mol
SMILES string = COC[C@H](C)N.COC[C@H](C)N.COC[C@H](C)N.COC[C@H](C)N.COC[C@H](C)N.COC[C@H](C)N.COC[C@H](C)N.COC[C@H](C)N.COC[C@H](C)N.COC[C@H](C)N.COC[C@H](C)N
energy = -86497.16577 eV